Entry w
The following is a DFT calculation (the ωB97M-V functional and the def2-TZVPD basis) of a molecular structure, C7H8N2O2S.

The HOMO-LUMO gap comes out at 8.905 eV. The LUMO energy is 0.460 eV.

Geometry as XYZ:
```
20
C7H8N2O2S (the ωB97M-V functional and the def2-TZVPD basis)
C -1.638 0.982 0.053
C -0.405 1.554 -0.056
C -0.749 -1.261 -0.285
C -1.734 -0.414 -0.027
C 0.697 0.739 -0.320
C 0.518 -0.683 -0.355
C -3.139 -0.868 0.206
N 3.392 -0.305 1.305
N 2.020 1.183 -0.384
O 4.075 -0.039 -1.123
O 1.721 -1.269 -0.604
S 2.971 -0.139 -0.204
H -2.501 1.509 0.301
H -0.265 2.593 0.183
H -1.135 -2.265 -0.354
H -3.379 -1.027 1.297
H -3.967 -0.167 -0.330
H -3.275 -1.981 -0.159
H 4.388 -0.274 1.237
H 2.406 2.132 -0.380
```

Entry x
The following is a DFT calculation (the ωB97M-V functional and the def2-TZVPD basis) of a single C7H8N2O2S molecule.

The HOMO-LUMO gap comes out at 8.602 eV. The LUMO energy is -0.282 eV.

Geometry as XYZ:
```
20
C7H8N2O2S (the ωB97M-V functional and the def2-TZVPD basis)
C -3.373 -0.690 1.075
C -1.203 -0.510 -0.576
C -0.314 0.492 -0.330
C 1.142 0.255 -0.339
C 2.004 1.280 -0.049
C 3.800 -0.138 -0.075
C 2.930 -1.191 -0.463
H -3.250 -1.757 1.214
H -2.770 -0.135 1.778
H -4.418 -0.395 1.310
H -0.845 -1.461 -0.834
H -1.629 1.782 -0.317
H 1.592 2.248 0.205
H 4.834 -0.357 -0.035
H 3.343 -2.187 -0.665
N 3.315 1.081 0.145
N 1.635 -0.998 -0.488
O -3.198 1.225 -0.786
O -0.662 1.754 -0.120
S -2.934 -0.299 -0.648
```

entry x is the most stable structure; the next one sits 0.0587 hartree above it.

Entry w
The following is a DFT calculation (the ωB97M-V functional and the def2-TZVPD basis) of a gas-phase ion, C3H4NO2S (charge -1).

Its net charge is -1. The HOMO-LUMO gap comes out at 7.584 eV. The LUMO energy is 3.886 eV.

Geometry as XYZ:
```
11
C3H4NO2S (the ωB97M-V functional and the def2-TZVPD basis)
C -2.123 0.280 -0.123
C -0.770 0.241 -0.474
C 0.172 -0.581 0.670
N -3.233 0.398 0.150
O 2.545 -0.783 -0.742
O 1.742 1.418 -0.047
S 2.102 0.018 0.396
H -0.420 -0.358 -1.420
H -0.226 1.308 -0.362
H 0.206 -1.687 0.343
H 0.005 -0.254 1.608
```

Entry x
The following is a DFT calculation (the ωB97M-V functional and the def2-TZVPD basis) of a gas-phase ion, C3H4NO2S (charge -1).

Its net charge is -1. The HOMO-LUMO gap comes out at 7.466 eV. The LUMO energy is 4.021 eV.

Geometry as XYZ:
```
11
C3H4NO2S (the ωB97M-V functional and the def2-TZVPD basis)
C -2.053 0.258 -0.199
C -0.696 0.078 -0.565
C 0.145 -0.388 0.714
N -3.128 0.315 0.227
O 2.485 -0.916 -0.499
O 1.971 1.500 -0.158
S 2.048 0.104 0.456
H -0.513 -0.722 -1.218
H -0.325 0.954 -0.979
H 0.217 -1.459 0.730
H -0.151 0.275 1.490
```

entry x is the most stable structure; the next one sits 0.0245 hartree above it.

Entry w
The following is a DFT calculation (the ωB97M-V functional and the def2-TZVPD basis) of 3 unconnected molecules or ions with the total composition C3H12N2O3.

The SMILES is NCNCC=O.O.O. The HOMO-LUMO gap comes out at 9.799 eV. The LUMO energy is 0.741 eV.

Geometry as XYZ:
```
20
C3H12N2O3 (the ωB97M-V functional and the def2-TZVPD basis)
O 0.752 -0.337 2.711
C -0.287 0.208 2.445
C -0.611 0.572 0.994
N -0.592 -0.646 0.224
C -1.363 -0.756 -0.977
N -1.176 0.364 -1.930
H -0.977 0.538 3.237
H 0.146 1.303 0.679
H -1.584 1.059 0.948
H 0.305 -1.069 0.111
H -1.070 -1.711 -1.400
H -2.439 -0.752 -0.742
H -1.889 1.057 -1.788
H -1.330 0.020 -2.872
H 2.356 -0.088 1.121
H 2.178 -1.491 0.903
O 2.553 -0.742 0.449
H 2.384 0.572 -1.132
H 0.955 0.688 -1.666
O 1.688 1.212 -1.313
```

Entry x
The following is a DFT calculation (the ωB97M-V functional and the def2-TZVPD basis) of 3 unconnected molecules or ions with the total composition C3H12N2O3.

The SMILES is CCNC(N)=O.O.O. The HOMO-LUMO gap comes out at 8.940 eV. The LUMO energy is -0.078 eV.

Geometry as XYZ:
```
20
C3H12N2O3 (the ωB97M-V functional and the def2-TZVPD basis)
C -0.735 -0.518 0.146
N -0.240 -0.816 1.432
C 0.824 -0.116 1.981
N 1.482 0.834 1.206
O 1.153 -0.490 3.175
C -2.082 -1.163 -0.014
H -0.121 -0.881 -0.681
H -0.779 0.645 0.031
H -0.532 -1.661 2.019
H 2.138 1.333 1.817
H 0.940 1.516 0.609
H -2.945 -0.767 0.584
H -2.062 -2.271 0.288
H -2.479 -0.915 -1.005
H -0.133 3.334 -1.368
H 0.433 2.093 -2.484
O 0.527 2.615 -1.522
H 1.624 -0.636 -1.339
H 1.474 -0.837 -2.852
O 1.513 -1.300 -2.022
```

entry x is the most stable structure; the next one sits 0.0094 hartree above it.

Entry w
The following is a DFT calculation (the ωB97M-V functional and the def2-TZVPD basis) of 2 unconnected molecules or ions with the total composition C2H8NOS.

Its net charge is -1. The HOMO-LUMO gap comes out at 6.861 eV. The LUMO energy is 4.111 eV.

Geometry as XYZ:
```
13
C2H8NOS (the ωB97M-V functional and the def2-TZVPD basis)
C 0.750 1.789 0.805
S -0.979 1.284 0.695
H 0.935 2.509 1.615
H 1.415 0.946 1.030
H 1.137 2.275 -0.094
N -0.118 -1.928 0.373
C 0.719 -1.970 -0.794
O 0.441 -0.966 -1.769
H -0.298 -0.977 0.713
H -1.029 -2.302 0.136
H 1.767 -1.903 -0.475
H 0.558 -2.913 -1.324
H -0.039 -0.257 -1.313
```

Entry x
The following is a DFT calculation (the ωB97M-V functional and the def2-TZVPD basis) of 2 unconnected molecules or ions with the total composition C2H8NOS.

Its net charge is -1. The HOMO-LUMO gap comes out at 6.615 eV. The LUMO energy is 4.091 eV.

Geometry as XYZ:
```
13
C2H8NOS (the ωB97M-V functional and the def2-TZVPD basis)
C -1.477 -2.099 -1.731
S -0.198 -0.826 -1.561
H -2.366 -1.966 -1.131
H -1.098 -3.065 -1.439
H -1.888 -2.088 -2.740
N 1.556 1.082 2.420
C 0.214 1.101 1.873
O 0.164 1.541 0.547
H 2.238 0.909 1.685
H 1.798 1.999 2.780
H -0.396 1.741 2.515
H -0.221 0.100 1.973
H -0.274 0.851 -0.001
```

entry w is the most stable structure; the next one sits 0.0075 hartree above it.

Entry w
The following is a DFT calculation (the ωB97M-V functional and the def2-TZVPD basis) of a gas-phase ion, C3H7IN (charge +1).

Its net charge is +1. The SMILES is IC[NH+]1CC1. The HOMO-LUMO gap comes out at 10.167 eV. The LUMO energy is -3.970 eV.

Geometry as XYZ:
```
12
C3H7IN (the ωB97M-V functional and the def2-TZVPD basis)
C 1.027 0.019 0.231
C 0.077 1.097 -0.200
C -1.404 -0.913 -0.310
N -0.453 -0.045 0.502
I -3.333 0.043 -0.027
H 1.505 -0.553 -0.630
H 1.744 0.079 1.039
H 0.191 2.053 0.288
H -0.290 1.079 -1.195
H -1.129 -0.816 -1.339
H -1.372 -2.020 0.068
H -1.016 0.071 1.413
```

Entry x
The following is a DFT calculation (the ωB97M-V functional and the def2-TZVPD basis) of a gas-phase ion, C3H7IN (charge +1).

Its net charge is +1. The SMILES is C[N@H+]1C[C@@H]1I. The HOMO-LUMO gap comes out at 10.188 eV. The LUMO energy is -4.039 eV.

Geometry as XYZ:
```
12
C3H7IN (the ωB97M-V functional and the def2-TZVPD basis)
C 0.148 -1.046 0.585
C 1.084 -0.703 -0.488
C -1.153 0.931 -0.253
N 0.118 0.405 0.221
I 3.047 0.006 -0.175
H -0.757 -1.661 0.398
H 0.576 -1.293 1.582
H 0.841 -0.817 -1.774
H -1.677 0.257 -0.882
H -1.797 1.083 0.660
H -0.884 1.855 -0.814
H 0.453 0.984 0.941
```

entry w is the most stable structure; the next one sits 0.0167 hartree above it.

Entry w
The following is a DFT calculation (the ωB97M-V functional and the def2-TZVPD basis) of 2 unconnected molecules or ions with the total composition C4H7NO.

Its multiplicity is 3. Its expectation value of S² is 2.01. The HOMO-LUMO gap (alpha / beta) comes out at 5.892 / 8.031 eV. The LUMO energy (alpha / beta) is 1.003 / -2.079 eV.

Geometry as XYZ:
```
13
C4H7NO (the ωB97M-V functional and the def2-TZVPD basis)
C 1.185 1.488 2.024
C -0.776 -0.520 0.568
C -1.109 -1.443 -0.574
C 1.005 0.601 -0.540
N 0.179 0.276 0.523
O 0.990 2.567 1.655
H -1.474 -0.426 1.324
H -1.214 -2.610 -0.326
H -0.371 -1.275 -1.335
H -2.078 -1.003 -1.030
H 0.900 0.184 -1.528
H 0.806 1.759 -0.590
H 1.957 0.401 -0.172
```

Entry x
The following is a DFT calculation (the ωB97M-V functional and the def2-TZVPD basis) of a single C4H7NO molecule.

Its multiplicity is 3. Its expectation value of S² is 2.01. The HOMO-LUMO gap (alpha / beta) comes out at 5.814 / 7.002 eV. The LUMO energy (alpha / beta) is 0.945 / -2.616 eV.

Geometry as XYZ:
```
13
C4H7NO (the ωB97M-V functional and the def2-TZVPD basis)
C -0.108 0.574 -0.022
C -1.456 1.086 -0.160
C -0.941 -0.934 0.287
C 2.039 -0.200 -0.061
N 1.067 0.860 -0.176
O -2.160 -0.139 0.107
H -2.018 1.801 0.536
H -1.711 1.506 -1.142
H -0.754 -1.781 -0.482
H -0.842 -1.292 1.261
H 1.535 -1.054 0.226
H 2.851 0.000 0.703
H 2.499 -0.428 -1.076
```

entry w is the most stable structure; the next one sits 0.0388 hartree above it.

Entry w
The following is a DFT calculation (the ωB97M-V functional and the def2-TZVPD basis) of a molecular structure, C2H5N3S2.

The HOMO-LUMO gap comes out at 8.374 eV. The LUMO energy is 0.101 eV.

Geometry as XYZ:
```
12
C2H5N3S2 (the ωB97M-V functional and the def2-TZVPD basis)
C -1.636 0.785 0.826
C -0.765 1.252 -0.223
N -2.041 -0.418 0.565
N -0.584 0.437 -1.147
N 1.986 -0.943 -0.713
S 2.265 -0.958 1.005
S -1.375 -0.956 -0.791
H -1.790 1.503 1.615
H -0.214 2.180 -0.432
H 1.046 -0.421 1.311
H 2.039 -1.888 -1.077
H 1.071 -0.572 -0.939
```

Entry x
The following is a DFT calculation (the ωB97M-V functional and the def2-TZVPD basis) of a single C2H5N3S2 molecule.

The SMILES is [H]/N=C\NC(=S)NS. The HOMO-LUMO gap comes out at 8.912 eV. The LUMO energy is 0.256 eV.

Geometry as XYZ:
```
12
C2H5N3S2 (the ωB97M-V functional and the def2-TZVPD basis)
C 0.562 0.508 -0.048
C -1.900 0.419 -0.116
H 3.414 0.015 1.154
H 1.229 -1.364 -0.450
H -0.579 -1.124 0.262
H -1.819 1.468 -0.377
H -2.913 -1.206 0.057
N 1.544 -0.431 -0.192
N -0.606 -0.119 0.113
N -3.006 -0.206 -0.163
S 3.280 -0.112 -0.158
S 0.793 2.151 -0.083
```

entry x is the most stable structure; the next one sits 0.0358 hartree above it.

Entry w
The following is a DFT calculation (the ωB97M-V functional and the def2-TZVPD basis) of a molecular structure, C2H5N3S2.

The HOMO-LUMO gap comes out at 8.861 eV. The LUMO energy is 0.271 eV.

Geometry as XYZ:
```
12
C2H5N3S2 (the ωB97M-V functional and the def2-TZVPD basis)
C 1.474 -0.661 0.585
C -0.913 1.767 -1.602
H -1.373 -1.534 0.150
H -0.959 0.226 1.244
H 0.859 -2.164 1.833
H -0.276 2.671 -1.615
H -1.736 1.914 -2.360
N -0.919 -1.098 1.213
N 0.572 -1.404 1.152
N -0.716 0.632 -1.042
S 3.007 -1.098 0.785
S 0.979 0.750 -0.344
```

Entry x
The following is a DFT calculation (the ωB97M-V functional and the def2-TZVPD basis) of a molecular structure, C2H5N3S2.

The HOMO-LUMO gap comes out at 7.976 eV. The LUMO energy is -0.651 eV.

Geometry as XYZ:
```
12
C2H5N3S2 (the ωB97M-V functional and the def2-TZVPD basis)
C -0.860 -0.549 0.887
C 1.132 -0.455 -1.982
H -1.199 2.512 1.599
H 0.492 1.743 0.860
H -1.591 -1.249 1.244
H 0.217 -2.102 0.335
H -0.306 -0.187 -2.024
N -0.803 1.796 0.778
N -1.472 0.596 1.027
N 0.489 -1.071 0.763
S 1.786 -0.590 -0.248
S 2.114 -0.442 -3.237
```

entry w is the most stable structure; the next one sits 0.0380 hartree above it.